Density functional theory data (ωB97M-V with the def2-TZVPD basis set) for a single C3H2N2O2 molecule in a non-equilibrium geometry.

Geometry as XYZ:
```
9
Properties=species:S:1:pos:R:3
O 1.328 1.565 1.411
C 0.684 0.924 0.476
C 0.960 -0.528 0.093
N 0.003 -1.370 -0.324
C -1.180 -0.546 -0.551
N -1.364 0.680 -0.524
O -0.416 1.387 0.167
H 1.992 -0.955 0.318
H -2.005 -1.156 -1.068
```

Results
E_HOMO = -10.635 eV
energy above the lowest of the compared OMol25 structures with the same formula, charge and spin = 78.5 kcal per mole
max |F| = 9.0 eV/Å
charge = 0
multiplicity = 1
structure (SMILES) = O=c1cncno1
LUMO = -0.0460 Ha



Density functional theory data (ωB97M-V with the def2-TZVPD basis set) for a single C3H2N2O2 molecule in a non-equilibrium geometry.

Geometry as XYZ:
```
9
Properties=species:S:1:pos:R:3
H -2.219 -1.700 0.119
N -2.130 -0.556 0.019
C -0.936 -0.261 -0.101
N -0.640 1.067 -0.139
C 0.666 1.125 0.071
C 1.373 -0.241 -0.056
O 2.561 -0.595 -0.042
O 0.276 -1.056 -0.027
H 1.049 2.218 0.155
```

Results
E_HOMO = -11.281 eV
energy above the lowest of the compared OMol25 structures with the same formula, charge and spin = 33.7 kcal per mole
max |F| = 5.8 eV/Å
charge = 0
multiplicity = 1
structure (SMILES) = [H]/N=C1/N=CC(=O)O1
LUMO = -0.0536 Ha



Density functional theory data (ωB97M-V with the def2-TZVPD basis set) for a single C3H2N2O2 molecule.

Geometry as XYZ:
```
9
Properties=species:S:1:pos:R:3
O -2.556 0.080 -0.786
C -1.714 0.235 0.056
C -0.391 -0.531 -0.011
O -0.281 -1.610 -0.525
N 0.645 0.186 0.659
C 1.839 0.348 -0.081
N 2.008 -0.674 0.589
H -1.832 0.938 0.898
H 2.282 1.029 -0.798
```

Results
E_HOMO = -10.104 eV
energy above the lowest of the compared OMol25 structures with the same formula, charge and spin = 87.6 kcal per mole
max |F| = 0.6 eV/Å
charge = 0
multiplicity = 1
structure (SMILES) = O=CC(=O)N1C=N1
LUMO = -0.0273 Ha



Density functional theory data (ωB97M-V with the def2-TZVPD basis set) for a single C3H2N2O2 molecule in a non-equilibrium geometry.

Geometry as XYZ:
```
9
Properties=species:S:1:pos:R:3
N -1.155 -1.302 2.489
C -0.924 -1.136 1.361
C -0.455 -0.905 -0.019
C -0.516 0.675 -0.333
N -1.426 0.922 -1.170
O -1.990 -0.104 -1.635
O -1.359 -1.394 -1.008
H 0.631 -1.041 -0.090
H 0.130 1.325 0.077
```

Results
E_HOMO = -10.594 eV
energy above the lowest of the compared OMol25 structures with the same formula, charge and spin = 121.1 kcal per mole
max |F| = 3.9 eV/Å
charge = 0
multiplicity = 1
structure (SMILES) = N#C[C@@H]1C=NOO1
LUMO = 0.0067 Ha



Density functional theory data (ωB97M-V with the def2-TZVPD basis set) for 2 unconnected molecules or ions with the total composition C3H2N2O2 in a non-equilibrium geometry.

Geometry as XYZ:
```
9
Properties=species:S:1:pos:R:3
O -1.895 -1.404 -0.546
C -1.474 -0.371 -0.248
N -1.051 0.679 0.129
C -0.227 1.768 0.347
O 0.785 1.963 -0.255
H -0.579 2.205 1.255
C 1.549 -1.625 -0.188
N 0.774 -1.520 0.637
H 2.118 -1.695 -1.131
```

Results
E_HOMO = -11.091 eV
energy above the lowest of the compared OMol25 structures with the same formula, charge and spin = 25.2 kcal per mole
max |F| = 2.4 eV/Å
charge = 0
multiplicity = 1
structure (SMILES) = O=C=NC=O.C#N
LUMO = 0.0213 Ha



Density functional theory data (ωB97M-V with the def2-TZVPD basis set) for 2 unconnected molecules or ions with the total composition C3H2N2O2 in a non-equilibrium geometry.

Geometry as XYZ:
```
9
Properties=species:S:1:pos:R:3
C 2.509 1.694 1.223
C 0.729 0.021 -0.560
C 3.032 -0.194 -0.294
N 1.903 -0.522 -0.590
N -0.242 -0.778 -0.964
O 2.775 1.182 2.201
O 4.178 -0.305 -0.058
H -1.217 -0.591 -0.610
H -0.054 -1.631 -1.356
```

Results
E_HOMO = -8.322 eV
energy above the lowest of the compared OMol25 structures with the same formula, charge and spin = 51.1 kcal per mole
max |F| = 4.2 eV/Å
charge = 0
multiplicity = 1
LUMO = 0.0153 Ha



Density functional theory data (ωB97M-V with the def2-TZVPD basis set) for a single C3H2N2O2S molecule in a non-equilibrium geometry.

Geometry as XYZ:
```
10
Properties=species:S:1:pos:R:3
O 2.347 -0.181 0.188
C 1.022 -0.077 -0.102
C 0.291 1.078 -0.125
O -1.044 1.099 -0.107
C -1.749 -0.132 -0.027
S -3.376 -0.202 0.074
N -0.982 -1.250 -0.101
N 0.332 -1.269 -0.156
H 2.503 -1.122 0.215
H 0.657 2.057 0.140
```

Results
E_HOMO = -8.921 eV
energy above the lowest of the compared OMol25 structures with the same formula, charge and spin = 96.2 kcal per mole
max |F| = 3.0 eV/Å
charge = 0
multiplicity = 1
structure (SMILES) = Oc1coc(=S)nn1
LUMO = -0.0692 Ha



Density functional theory data (ωB97M-V with the def2-TZVPD basis set) for a single C3H2N2O2S molecule in a non-equilibrium geometry.

Geometry as XYZ:
```
10
Properties=species:S:1:pos:R:3
O 1.650 0.209 -1.570
C 0.607 0.136 -0.760
C 0.527 -0.951 0.169
N -0.323 -0.971 1.119
C -1.330 -0.022 1.159
S -2.585 0.124 2.208
O -1.211 1.031 0.287
N -0.257 1.081 -0.730
H 1.662 1.154 -1.931
H 1.258 -1.790 0.050
```

Results
E_HOMO = -9.034 eV
energy above the lowest of the compared OMol25 structures with the same formula, charge and spin = 89.4 kcal per mole
max |F| = 2.1 eV/Å
charge = 0
multiplicity = 1
structure (SMILES) = Oc1cnc(=S)on1
LUMO = -0.0502 Ha



Density functional theory data (ωB97M-V with the def2-TZVPD basis set) for a molecular structure, C3H2N2O3 in a non-equilibrium geometry.

Geometry as XYZ:
```
10
Properties=species:S:1:pos:R:3
C 1.835 -0.609 -0.048
C -1.699 0.415 0.019
C -0.282 0.951 0.248
H 2.201 -1.639 -0.839
H -2.731 0.870 -0.336
N 0.399 -0.178 1.037
N -1.689 -0.837 -0.257
O 2.615 0.291 -0.104
O -0.515 -1.404 0.244
O -0.134 2.140 0.037
```

Results
E_HOMO = -10.521 eV
energy above the lowest of the compared OMol25 structures with the same formula, charge and spin = 200.6 kcal per mole
max |F| = 6.3 eV/Å
charge = 0
multiplicity = 1
LUMO = -0.0315 Ha



Density functional theory data (ωB97M-V with the def2-TZVPD basis set) for a single C3H2N2OS molecule in a non-equilibrium geometry.

Geometry as XYZ:
```
9
Properties=species:S:1:pos:R:3
N 0.910 2.221 0.000
C 1.041 1.074 0.000
C 1.291 -0.389 0.001
O 2.430 -0.783 -0.001
C 0.134 -1.340 0.004
N -1.122 -1.159 -0.005
S -1.883 0.337 0.000
H 0.487 -2.409 0.006
H -3.110 -0.220 0.012
```

Results
E_HOMO = -9.997 eV
energy above the lowest of the compared OMol25 structures with the same formula, charge and spin = 33.7 kcal per mole
max |F| = 1.4 eV/Å
charge = 0
multiplicity = 1
structure (SMILES) = N#CC(=O)/C=N\S
LUMO = -0.0535 Ha



Density functional theory data (ωB97M-V with the def2-TZVPD basis set) for a single C3H2N2OS molecule in a non-equilibrium geometry.

Geometry as XYZ:
```
9
Properties=species:S:1:pos:R:3
S 2.794 0.187 -0.043
C 1.447 -0.730 0.100
C 0.093 -0.052 0.000
C -0.524 1.086 -0.070
N -1.900 0.752 0.056
N -2.105 -0.463 -0.047
O -0.842 -1.004 -0.079
H 1.192 -1.800 0.056
H -0.155 2.023 0.025
```

Results
E_HOMO = -9.718 eV
energy above the lowest of the compared OMol25 structures with the same formula, charge and spin = 64.9 kcal per mole
max |F| = 4.4 eV/Å
charge = 0
multiplicity = 1
structure (SMILES) = S=Cc1cnno1
LUMO = -0.0587 Ha



Density functional theory data (ωB97M-V with the def2-TZVPD basis set) for a single C3H2N2S molecule.

Geometry as XYZ:
```
8
Properties=species:S:1:pos:R:3
S -2.362 -0.001 -0.001
C -0.748 -0.004 0.001
C 0.206 -1.142 0.001
N 1.409 -0.733 0.002
N 1.406 0.731 -0.003
C 0.204 1.141 -0.008
H -0.064 -2.178 -0.015
H -0.049 2.186 0.023
```

Results
E_HOMO = -9.717 eV
energy above the lowest of the compared OMol25 structures with the same formula, charge and spin = 26.7 kcal per mole
max |F| = 0.6 eV/Å
charge = 0
multiplicity = 1
structure (SMILES) = S=C1C=NN=C1
LUMO = -0.0882 Ha



Density functional theory data (ωB97M-V with the def2-TZVPD basis set) for a single C3H2N2S molecule in a non-equilibrium geometry.

Geometry as XYZ:
```
8
Properties=species:S:1:pos:R:3
C 0.857 -0.382 -0.500
C 0.113 -0.967 0.359
C -1.594 0.960 -0.746
N -0.866 -0.390 1.141
N -1.551 0.479 0.357
S 1.794 0.064 -1.794
H -1.219 -0.504 2.055
H 2.467 0.740 -0.874
```

Results
E_HOMO = -8.903 eV
energy above the lowest of the compared OMol25 structures with the same formula, charge and spin = 115.0 kcal per mole
max |F| = 4.0 eV/Å
charge = 0
multiplicity = 1
LUMO = -0.0066 Ha



Density functional theory data (ωB97M-V with the def2-TZVPD basis set) for a gas-phase ion, C3H2N3O3 (charge +1) in a non-equilibrium geometry.

Geometry as XYZ:
```
11
Properties=species:S:1:pos:R:3
O 2.628 -0.803 -0.008
C 1.555 -0.363 0.022
C 1.166 1.210 0.185
N -0.140 1.404 0.144
C -0.748 0.201 -0.114
N 0.331 -0.975 0.129
O -1.767 0.123 -1.133
N -2.022 -0.187 0.097
O -2.891 -0.660 0.640
H 1.885 1.934 0.274
H 0.002 -1.883 -0.235
```

Results
E_HOMO = -15.367 eV
max |F| = 8.2 eV/Å
charge = +1
multiplicity = 1
structure (SMILES) = O=C1C=N[C@]2(N1)O[N+]2=O
LUMO = -0.2813 Ha



Density functional theory data (ωB97M-V with the def2-TZVPD basis set) for 2 unconnected molecules or ions with the total composition C3H2N3S in a non-equilibrium geometry.

Geometry as XYZ:
```
9
Properties=species:S:1:pos:R:3
C 1.429 0.531 -0.031
C 1.444 -0.791 0.219
C -0.578 0.062 -0.327
N -3.869 0.503 -0.048
N 0.193 1.042 -0.284
N -2.836 0.458 0.284
S -0.160 -1.481 0.191
H 2.158 1.098 -0.361
H 2.219 -1.422 0.357
```

Results
E_HOMO (spin up / spin down) = -15.874 / -15.874 eV
energy above the lowest of the compared OMol25 structures with the same formula, charge and spin = 27.0 kcal per mole
max |F| = 4.9 eV/Å
charge = +1
multiplicity = 1
LUMO (spin up / spin down) = -0.3020 / -0.3020 Ha



Density functional theory data (ωB97M-V with the def2-TZVPD basis set) for a single C3H2N4O molecule in a non-equilibrium geometry.

Geometry as XYZ:
```
10
Properties=species:S:1:pos:R:3
O -2.010 -0.191 -0.816
C -1.131 -0.275 0.092
C -0.680 0.991 0.776
N 0.421 1.346 0.343
N 1.156 0.897 -0.690
N 1.501 -0.328 -0.602
C 1.034 -1.056 0.288
N -0.231 -1.390 0.480
H -1.016 1.475 1.658
H 1.822 -1.574 1.231
```

Results
E_HOMO = -10.288 eV
energy above the lowest of the compared OMol25 structures with the same formula, charge and spin = 92.5 kcal per mole
max |F| = 11.5 eV/Å
charge = 0
multiplicity = 1
structure (SMILES) = O=c1cnnncn1
LUMO = -0.0450 Ha



Density functional theory data (ωB97M-V with the def2-TZVPD basis set) for a single C3H2N4O molecule in a non-equilibrium geometry.

Geometry as XYZ:
```
10
Properties=species:S:1:pos:R:3
N -1.406 -2.966 -0.325
C -1.046 -1.799 -0.156
C -0.365 -0.601 -0.227
N 1.087 -0.755 -0.240
C 1.373 0.476 0.065
N 0.315 1.245 0.259
O 0.556 2.530 0.340
N -0.878 0.652 0.057
H 2.276 0.956 0.021
H -0.324 3.114 0.915
```

Results
E_HOMO = -9.811 eV
energy above the lowest of the compared OMol25 structures with the same formula, charge and spin = 64.0 kcal per mole
max |F| = 10.0 eV/Å
charge = 0
multiplicity = 1
structure (SMILES) = N#Cc1ncn(O)n1
LUMO = -0.0146 Ha



Density functional theory data (ωB97M-V with the def2-TZVPD basis set) for a single C3H2N4O molecule in a non-equilibrium geometry.

Geometry as XYZ:
```
10
Properties=species:S:1:pos:R:3
C 1.670 -0.141 -1.035
C 0.372 0.028 -0.549
C -1.569 1.107 0.145
N -1.264 1.633 1.303
N -0.321 -0.792 0.159
N -1.578 -0.318 0.601
N -1.818 0.466 1.705
O 2.092 -0.458 -2.114
H 2.459 0.245 -0.311
H -0.043 -1.770 0.096
```

Results
E_HOMO (spin up / spin down) = -9.879 / -9.879 eV
energy above the lowest of the compared OMol25 structures with the same formula, charge and spin = 194.9 kcal per mole
max |F| = 2.9 eV/Å
charge = 0
multiplicity = 1
LUMO (spin up / spin down) = -0.0405 / -0.0406 Ha



Density functional theory data (ωB97M-V with the def2-TZVPD basis set) for a single C3H2N4O molecule in a non-equilibrium geometry.

Geometry as XYZ:
```
10
Properties=species:S:1:pos:R:3
O -2.113 -0.133 0.739
C -1.098 0.065 0.032
N -0.639 -0.920 -0.671
N 0.494 -1.370 -0.406
C 1.448 -0.870 0.415
C 1.550 0.545 0.442
N 0.751 1.365 -0.269
N -0.532 1.349 -0.441
H 2.491 -1.511 0.551
H 2.498 1.166 0.718
```

Results
E_HOMO = -10.142 eV
energy above the lowest of the compared OMol25 structures with the same formula, charge and spin = 87.3 kcal per mole
max |F| = 8.4 eV/Å
charge = 0
multiplicity = 1
structure (SMILES) = O=c1nnccnn1
LUMO = -0.0686 Ha



Density functional theory data (ωB97M-V with the def2-TZVPD basis set) for 2 unconnected molecules or ions with the total composition C3H2N4O4 in a non-equilibrium geometry.

Geometry as XYZ:
```
13
Properties=species:S:1:pos:R:3
C -2.483 0.058 0.409
C 1.535 -0.151 -0.165
C -0.070 0.962 -1.766
N -3.528 0.403 0.029
N 1.614 -0.376 1.211
N -1.547 -0.213 1.256
N 0.371 0.194 -0.635
O -1.232 0.833 -2.144
O -1.319 -1.379 1.753
O 2.570 -0.330 -0.839
O 0.810 1.693 -2.218
H 0.837 -0.702 1.800
H 2.440 -0.992 1.311
```

Results
E_HOMO (spin up / spin down) = 0.180 / 0.181 eV
energy above the lowest of the compared OMol25 structures with the same formula, charge and spin = 86.2 kcal per mole
max |F| = 4.9 eV/Å
charge = -2
multiplicity = 1
LUMO (spin up / spin down) = 0.2028 / 0.2027 Ha